This record from the Open Molecules 2025 dataset describes a structure of composition C14H20N10NiO2 in a non-equilibrium geometry. The level of theory is ωB97M-V/def2-TZVPD.

The geometry in ORCA input format:
```
! wB97M-V def2-TZVPD RIJCOSX def2/J DEFGRID3
* xyz 2 3
Ni 0.245 0.289 0.808
C 2.886 -2.532 -2.737
C 2.402 -2.315 -1.296
O 2.709 -1.372 -0.547
N 1.451 -3.235 -0.936
C 0.477 -2.931 0.097
C -0.674 -2.119 -0.602
C -1.515 -2.765 -1.490
C -2.672 -2.117 -1.939
C -2.910 -0.776 -1.570
C -2.083 -0.197 -0.568
N -0.904 -0.812 -0.229
H 3.955 -2.246 -2.806
H 2.311 -1.873 -3.380
H 2.595 -3.566 -3.063
H 1.170 -3.856 -1.719
H 0.959 -2.291 0.920
H 0.057 -3.793 0.566
H -1.304 -3.786 -1.782
H -3.365 -2.525 -2.678
H -3.700 -0.158 -1.930
H -2.224 0.782 -0.142
N -1.000 -2.718 4.742
N -0.908 -1.501 4.097
N -1.819 -0.504 4.207
C -1.312 0.395 3.340
N -0.218 -0.024 2.691
N 0.073 -1.293 3.211
H -1.972 -2.710 5.080
H -0.836 -3.450 3.990
H -1.735 1.356 3.178
C -1.095 5.140 -1.092
N -0.075 4.087 -0.923
C 1.271 4.221 -1.116
C 2.117 3.270 -0.606
C 1.557 2.166 0.080
N 0.274 1.937 -0.036
C -0.611 2.921 -0.402
O -1.852 2.775 -0.370
N 2.193 1.161 0.745
H -0.853 5.820 -1.918
H -1.204 5.763 -0.196
H -2.090 4.728 -1.205
H 1.514 5.173 -1.579
H 3.205 3.509 -0.681
H 2.742 1.507 1.547
H 2.766 0.463 0.236
*
```

Summary:
- frontier orbital gap (spin up / spin down) (eV) = 8.740 / 8.124
- relative energy (zero: lowest compared OMol25 entry of this formula, charge and spin) (kcal per mole) = 37.0

---

This record from the Open Molecules 2025 dataset describes the molecule C14H20N4OS. The level of theory is ωB97M-V/def2-TZVPD.

The geometry in ORCA input format:
```
! wB97M-V def2-TZVPD RIJCOSX def2/J DEFGRID3
* xyz 0 1
C -0.296 -5.750 -0.804
C 0.656 -4.958 0.084
C 0.250 -3.491 0.185
C 1.217 -2.703 1.082
N 0.952 -1.286 1.225
C -0.273 -0.979 1.932
C 1.096 -0.521 0.006
C 1.645 0.889 0.319
N 0.824 1.947 -0.244
C 0.915 2.176 -1.590
S 1.913 1.329 -2.584
N 0.137 3.163 -2.120
C -0.732 3.923 -1.393
N -1.433 4.850 -2.034
C -2.272 5.582 -1.324
C -2.462 5.433 0.046
C -1.732 4.464 0.712
C -0.839 3.682 -0.015
C -0.026 2.638 0.617
O -0.070 2.379 1.800
H -1.308 -5.714 -0.407
H 0.012 -6.792 -0.863
H -0.309 -5.339 -1.811
H 0.670 -5.397 1.085
H 1.669 -5.025 -0.320
H -0.761 -3.426 0.591
H 0.241 -3.050 -0.815
H 1.206 -3.136 2.086
H 2.233 -2.806 0.689
H -1.178 -1.208 1.348
H -0.301 -1.549 2.859
H -0.291 0.081 2.181
H 0.138 -0.417 -0.533
H 1.792 -1.035 -0.657
H 1.662 1.032 1.400
H 2.656 1.000 -0.077
H 0.215 3.333 -3.115
H -2.820 6.325 -1.887
H -3.162 6.061 0.571
H -1.830 4.295 1.774
*
```

Summary:
- structure (SMILES) = CCCCN(C)CCn1c(=S)[nH]c2ncccc2c1=O
- frontier orbital gap (eV) = 7.981
- relative energy (zero: lowest compared OMol25 entry of this formula, charge and spin) (kcal per mole) = 1.6